Density functional theory data (ωB97M-V/def2-TZVPD) for a structure of composition C18H48O6 in a non-equilibrium geometry.

As for the molar mass: 360.58 g/mol. For the total energy, the calculation gives -1165.4458 Eh. The value obtained for the frontier orbital gap is 8.0 eV. The energy above the lowest of the compared OMol25 structures with the same formula, charge and spin is 374.81 kcal per mole. The HOMO energy comes out at -7.675 eV.

Cartesian coordinates (Å):
1 C -0.890 -4.979 -0.494
2 C -0.608 -3.485 -0.803
3 C -1.454 -2.811 -1.921
4 O -0.922 -2.683 0.318
5 H -0.167 -5.401 0.203
6 H -0.873 -5.628 -1.370
7 H -1.878 -5.080 -0.043
8 H 0.465 -3.400 -0.973
9 H -2.455 -3.239 -1.981
10 H -1.008 -3.134 -2.861
11 H -1.333 -1.728 -1.885
12 H -0.983 -1.770 0.030
13 C -0.675 -0.154 2.094
14 C -0.148 -1.100 3.127
15 C 0.624 -0.370 4.288
16 O -1.258 -1.770 3.766
17 H -1.383 -0.653 1.432
18 H 0.155 0.291 1.546
19 H -1.181 0.744 2.450
20 H 0.443 -1.843 2.591
21 H 0.042 0.426 4.753
22 H 1.396 0.220 3.795
23 H 0.957 -0.997 5.116
24 H -1.386 -2.544 3.212
25 C -1.435 1.270 -3.205
26 C -2.581 0.243 -3.116
27 C -2.322 -0.982 -4.030
28 O -2.631 -0.241 -1.764
29 H -0.500 1.007 -2.709
30 H -1.729 2.223 -2.765
31 H -1.238 1.549 -4.240
32 H -3.529 0.700 -3.400
33 H -3.142 -1.697 -4.102
34 H -1.427 -1.511 -3.704
35 H -1.951 -0.808 -5.040
36 H -3.465 -0.667 -1.550
37 C 0.735 -0.735 -1.378
38 C -0.241 -0.312 -0.258
39 C -0.696 1.168 -0.232
40 O -1.412 -1.041 -0.430
41 H 0.813 -1.816 -1.492
42 H 1.772 -0.486 -1.149
43 H 0.407 -0.390 -2.358
44 H 0.172 -0.548 0.722
45 H 0.253 1.704 -0.210
46 H -1.317 1.526 0.589
47 H -1.316 1.427 -1.089
48 H -1.823 -0.734 -1.241
49 C 0.735 3.790 1.544
50 C -0.574 2.990 1.509
51 C -1.163 2.687 2.822
52 O -1.577 3.724 0.812
53 H 1.505 3.260 2.106
54 H 0.566 4.785 1.956
55 H 1.165 3.910 0.549
56 H -0.488 2.059 0.948
57 H -2.093 2.138 2.672
58 H -1.394 3.540 3.460
59 H -0.434 2.139 3.418
60 H -1.880 4.429 1.389
61 C 3.561 -0.301 -0.416
62 C 4.608 0.838 -0.255
63 C 3.953 2.238 -0.203
64 O 5.379 0.643 0.847
65 H 2.659 -0.191 0.185
66 H 4.119 -1.198 -0.146
67 H 3.147 -0.499 -1.405
68 H 5.282 0.848 -1.111
69 H 3.209 2.320 0.589
70 H 3.393 2.398 -1.124
71 H 4.703 2.987 0.052
72 H 4.739 0.708 1.560



Density functional theory data (ωB97M-V/def2-TZVPD) for a cluster of 2 separate species, C10H12N2 in total in a non-equilibrium geometry.

As for the molar mass: 160.22 g/mol. The SMILES is C=Cc1ccccc1.N=C=CN. For the total energy, the calculation gives -497.6165 Eh. The value obtained for the frontier orbital gap is 8.8 eV. The energy above the lowest of the compared OMol25 structures with the same formula, charge and spin is 91.49 kcal per mole. The HOMO energy comes out at -8.063 eV.

Cartesian coordinates (Å):
1 C -2.585 -0.749 -0.196
2 C 2.644 -1.237 -0.243
3 C 1.879 -1.187 -1.366
4 C 2.576 -0.135 0.637
5 C 0.773 -0.253 -1.436
6 C 1.579 0.795 0.536
7 C 0.606 0.727 -0.462
8 C -0.596 2.677 0.535
9 C -2.221 -1.055 1.043
10 C -0.412 1.784 -0.440
11 N -2.884 -0.087 -1.186
12 N -0.981 -1.619 1.380
13 H 3.396 -1.997 -0.087
14 H 2.151 -2.011 -1.986
15 H 3.342 -0.156 1.501
16 H 0.019 -0.234 -2.327
17 H 1.374 1.671 1.222
18 H -3.687 -0.249 -1.779
19 H 0.086 2.840 1.261
20 H -1.437 3.333 0.533
21 H -2.779 -0.362 1.631
22 H -1.330 1.496 -1.115
23 H -1.038 -2.534 1.800
24 H -0.476 -1.459 0.544



Which value of HOMO does entry 1 give? -7.675 eV